(1)
A molecular structure, C30H28Cl4NPSe2Sn, computed with ωB97M-V/def2-TZVPD.

Values from the calculation:
Relative energy (zero: lowest compared OMol25 entry of this formula, charge and spin), kJ/mol: 25.3
Charge: 0
HOMO-LUMO gap, eV: 7.31

Cartesian coordinates (Å):
Sn -0.052 1.024 0.602
C 4.473 -0.456 1.689
C 3.083 -0.983 1.934
C 2.292 -0.449 2.947
C 0.999 -0.906 3.175
C 0.165 -0.319 4.285
C 0.497 -1.923 2.363
C 1.266 -2.479 1.344
C 0.702 -3.545 0.441
C 2.557 -2.000 1.146
H 5.144 -0.728 2.508
H 4.460 0.633 1.613
H 4.887 -0.852 0.762
H 2.694 0.342 3.573
H 0.533 -0.644 5.261
H -0.879 -0.623 4.201
H 0.206 0.773 4.267
H -0.508 -2.298 2.540
H 0.414 -3.110 -0.521
H -0.181 -4.014 0.878
H 1.442 -4.321 0.238
H 3.161 -2.418 0.346
Se 0.601 -0.249 -1.663
P 2.359 1.019 -2.126
Se 2.710 2.693 -0.876
C 3.794 -0.114 -2.180
C 3.632 -1.466 -2.475
C 4.744 -2.288 -2.603
C 6.019 -1.764 -2.445
C 6.182 -0.418 -2.148
C 5.074 0.407 -2.014
C 2.171 1.508 -3.878
C 1.404 0.759 -4.767
C 1.330 1.127 -6.104
C 2.023 2.239 -6.559
C 2.793 2.986 -5.676
C 2.865 2.625 -4.338
H 2.637 -1.877 -2.581
H 4.612 -3.340 -2.827
H 6.884 -2.407 -2.545
H 7.175 -0.007 -2.017
H 5.191 1.452 -1.753
H 0.854 -0.103 -4.412
H 0.725 0.545 -6.789
H 1.960 2.526 -7.602
H 3.333 3.856 -6.028
H 3.445 3.215 -3.638
Cl -5.385 -0.083 -4.523
C -4.451 -0.011 -3.052
C -4.650 1.030 -2.165
C -3.893 1.089 -1.001
C -2.943 0.111 -0.690
C -2.146 0.160 0.561
C -2.766 -0.922 -1.618
C -3.507 -0.990 -2.787
H -5.391 1.789 -2.382
H -4.063 1.903 -0.302
H -1.986 -0.848 0.955
H -2.651 0.746 1.334
H -2.028 -1.692 -1.415
H -3.360 -1.800 -3.489
Cl -0.387 4.596 -3.839
C -1.726 3.610 -3.251
Cl -1.988 2.229 -4.303
Cl -3.190 4.583 -3.092
C -1.347 3.096 -1.921
N -0.964 2.720 -0.915

---

(2)
C3H8N4O in the gas phase in a non-equilibrium geometry, computed with ωB97M-V/def2-TZVPD.

Values from the calculation:
Relative energy (zero: lowest compared OMol25 entry of this formula, charge and spin), kJ/mol: 640.6
SMILES: [H]/N=C(/ON=C)N(C)N
Charge: 0
HOMO-LUMO gap, eV: 9.22

Cartesian coordinates (Å):
H -1.819 -0.556 1.211
N -1.788 -0.057 0.268
C -0.521 -0.080 0.161
O 0.173 0.493 -0.752
N -0.447 0.779 -1.956
C 0.138 1.871 -2.274
N 0.444 -0.670 1.012
C -0.101 -1.205 2.382
N 1.666 -0.936 0.615
H 0.846 2.494 -1.651
H 0.001 2.072 -3.313
H -0.424 -0.297 3.221
H -1.092 -1.918 2.151
H 0.910 -1.724 2.721
H 1.735 -1.274 -0.387
H 2.229 -0.071 0.874

---

(3)
A molecular structure, C32H29KNOP2 in a non-equilibrium geometry, computed with ωB97M-V/def2-TZVPD.

Values from the calculation:
Relative energy (zero: lowest compared OMol25 entry of this formula, charge and spin), kJ/mol: 101.1
Charge: -1
HOMO-LUMO gap, eV: 5.59

Cartesian coordinates (Å):
K -0.823 -0.009 -0.574
C 2.381 -0.278 0.899
P 3.331 0.664 -0.409
C 5.075 0.341 0.081
C 5.474 0.458 1.413
C 6.812 0.377 1.769
C 7.786 0.203 0.798
C 7.406 0.102 -0.534
C 6.067 0.171 -0.887
C 3.196 -0.462 -1.862
C 3.120 -1.852 -1.760
C 2.899 -2.630 -2.886
C 2.771 -2.033 -4.132
C 2.873 -0.656 -4.250
C 3.076 0.123 -3.120
C 1.499 0.675 1.657
C 1.637 1.131 2.962
C 0.601 2.067 3.152
C -0.091 2.123 1.948
C -1.260 2.990 1.640
P -0.905 4.544 0.633
C -0.332 3.847 -0.964
C -1.076 2.851 -1.600
C -0.759 2.425 -2.881
C 0.294 3.009 -3.567
C 1.028 4.018 -2.961
C 0.712 4.437 -1.679
C 0.668 5.094 1.406
C 1.847 4.349 1.331
C 3.008 4.811 1.928
C 3.008 6.015 2.620
C 1.836 6.748 2.727
C 0.674 6.289 2.121
N 0.453 1.277 1.026
H 3.077 -0.766 1.579
H 1.791 -1.053 0.404
H 4.731 0.634 2.183
H 7.095 0.453 2.812
H 8.832 0.152 1.074
H 8.160 -0.027 -1.302
H 5.788 0.082 -1.931
H 3.235 -2.329 -0.795
H 2.818 -3.706 -2.792
H 2.591 -2.642 -5.010
H 2.778 -0.189 -5.224
H 3.129 1.202 -3.199
H 2.380 0.828 3.688
H 0.388 2.640 4.045
H -1.707 3.359 2.564
H -2.041 2.455 1.091
H -1.936 2.416 -1.104
H -1.350 1.647 -3.351
H 0.531 2.686 -4.573
H 1.853 4.483 -3.489
H 1.286 5.235 -1.226
H 1.859 3.399 0.813
H 3.912 4.218 1.856
H 3.923 6.382 3.071
H 1.831 7.682 3.279
H -0.242 6.864 2.204
C -3.944 -2.200 -0.273
C -2.572 -1.871 -0.906
O -2.597 -0.818 -1.573
H -4.623 -1.337 -0.324
H -3.809 -2.523 0.762
H -4.392 -3.036 -0.822